ORCA calculation (wB97M-V/def2-TZVPD) on the molecule C19H24N4O3.

## Properties
- energy above the lowest of the compared OMol25 structures with the same formula, charge and spin (kJ/mol) = 521.8
- SMILES string = Nc1nc(-c2cc(N3C[C@H](O)[C@@H](O)C3)ccc2O)cc(C2CCCC2)n1
- max |F| (eV/A) = 5.30
- Kohn-Sham gap (eV) = 8.038
- lowest unoccupied orbital energy (eV) = 0.054
- 2S+1 = 1

Atoms and positions in Å:
N1 -4.9702 -3.2565 -0.7888
C1 -3.8850 -2.5918 -0.2535
N2 -3.9005 -1.3030 -0.3490
C2 -2.6755 -0.6586 -0.0654
C3 -2.6004 0.7857 -0.3605
C4 -1.5182 1.4172 0.3052
C5 -1.3540 2.7620 0.1428
N3 -0.3072 3.4935 0.7906
C6 1.0686 3.5621 0.3606
C7 1.3278 5.0512 0.0493
O1 2.7351 5.3362 0.1198
C8 0.6858 5.6682 1.2243
O2 0.3729 7.0418 1.0794
C9 -0.5339 4.8288 1.2956
C10 -2.2600 3.4645 -0.7006
C11 -3.2380 2.8719 -1.5125
C12 -3.3938 1.4732 -1.2470
O3 -4.4713 0.8532 -1.8806
C13 -1.5950 -1.4041 0.4124
C14 -1.7836 -2.7382 0.4738
C15 -0.4914 -3.5003 0.8028
C16 -0.5225 -4.9826 1.1619
C17 0.9301 -5.4737 0.8088
C18 1.6346 -4.3388 0.1092
C19 0.5375 -3.4211 -0.3267
N4 -2.9417 -3.3501 0.1208
H1 -5.5122 -2.6565 -1.5121
H2 -4.6442 -4.1817 -1.0951
H3 -0.6969 0.9711 0.9144
H4 1.8423 3.2364 1.0879
H5 1.1129 3.0403 -0.6550
H6 0.9216 5.3757 -0.8550
H7 2.9079 6.3159 0.0796
H8 1.1635 5.6504 2.2334
H9 0.1878 7.3452 1.9486
H10 -1.3378 5.3075 0.8977
H11 -0.7963 4.9504 2.3412
H12 -2.0003 4.5077 -0.9171
H13 -3.8389 3.6550 -2.0239
H14 -4.6702 0.0128 -1.3594
H15 -0.5863 -1.0262 0.5185
H16 -0.0812 -3.1317 1.7904
H17 -0.7225 -5.1236 2.2153
H18 -1.2676 -5.5347 0.4590
H19 1.0054 -6.3373 0.1752
H20 1.6638 -5.6974 1.6189
H21 2.2834 -3.8300 0.6995
H22 2.1677 -4.6773 -0.7533
H23 0.9723 -2.4136 -0.3330
H24 0.0751 -3.6548 -1.2718

ORCA calculation (wB97M-V/def2-TZVPD) on a structure of composition C26H37N2OSSiY.

## Properties
- energy above the lowest of the compared OMol25 structures with the same formula, charge and spin (kJ/mol) = 0.0
- max |F| (eV/A) = 0.21
- Kohn-Sham gap (eV) = 7.994
- lowest unoccupied orbital energy (eV) = -5.547
- net charge = +2
- 2S+1 = 1

Atoms and positions in Å:
Y1 -0.5113 -0.1647 0.6240
C1 -0.8734 -0.7331 2.8218
Si1 -2.2457 -1.9553 2.5201
C2 -3.4840 -0.9155 1.4741
N1 -2.8389 -0.1405 0.3443
C3 -2.8878 -0.8812 -0.9536
C4 -3.8229 -0.2544 -1.9851
C5 -5.1304 0.1446 -1.3064
C6 -4.8785 1.2059 -0.2197
C7 -3.4125 1.2252 0.2017
C8 -1.5073 -3.2910 1.4215
C9 -2.2805 -4.0659 0.5437
C10 -1.7554 -5.1884 -0.0798
C11 -0.4440 -5.5736 0.1737
C12 0.3385 -4.8336 1.0481
C13 -0.1873 -3.7028 1.6609
C14 -3.1595 -2.6923 3.9412
C15 -3.5988 -1.8639 4.9796
C16 -4.3251 -2.3845 6.0384
C17 -4.6219 -3.7409 6.0736
C18 -4.1882 -4.5762 5.0532
C19 -3.4606 -4.0546 3.9928
H1 -0.0570 -1.1863 3.3933
H2 -1.2518 0.1059 3.4230
H3 -3.8914 -0.1848 2.1803
H4 -4.3445 -1.4759 1.1005
H5 -3.1876 -1.9054 -0.7488
H6 -1.8660 -0.9564 -1.3913
H7 -3.9903 -0.9819 -2.7789
H8 -3.3601 0.6169 -2.4573
H9 -5.5837 -0.7465 -0.8657
H10 -5.8403 0.5138 -2.0434
H11 -5.5157 1.0270 0.6454
H12 -5.1293 2.2029 -0.5848
H13 -3.2809 1.7440 1.1527
H14 -2.8121 1.7580 -0.5429
H15 -3.3285 -3.8298 0.3877
H16 -2.3778 -5.7860 -0.7337
H17 -0.0448 -6.4671 -0.2888
H18 1.3490 -5.1511 1.2737
H19 0.4296 -3.1625 2.3709
H20 -3.3633 -0.8037 4.9722
H21 -4.6576 -1.7378 6.8397
H22 -5.1894 -4.1476 6.8997
H23 -4.4169 -5.6331 5.0842
H24 -3.1238 -4.7200 3.2057
C20 0.5485 2.4389 2.3920
C21 0.8334 2.9098 0.9925
O1 0.3638 1.9013 0.0445
C22 0.5386 2.3469 -1.3347
C23 -0.0492 1.3232 -2.2718
H25 0.9113 3.1822 3.1014
H26 1.0570 1.4996 2.6295
H27 -0.5228 2.3235 2.5706
H28 1.9005 3.0489 0.8148
H29 0.3085 3.8372 0.7629
H30 1.6055 2.4950 -1.5043
H31 0.0333 3.3084 -1.4288
H32 0.4623 0.3587 -2.2083
H33 0.0575 1.6745 -3.2983
H34 -1.1227 1.1923 -2.1040
S1 3.2067 -2.6371 -1.3229
C24 1.7433 -3.2767 -1.9277
C25 0.6887 -2.6294 -1.3782
N2 1.0331 -1.6173 -0.5068
C26 2.3443 -1.5270 -0.3945
H35 1.7283 -4.1019 -2.6209
H36 -0.3506 -2.8698 -1.5474
H37 2.8432 -0.8088 0.2413

ORCA calculation (wB97M-V/def2-TZVPD) on the molecule C4H7N3.

## Properties
- energy above the lowest of the compared OMol25 structures with the same formula, charge and spin (kJ/mol) = 35.3
- SMILES string = Nc1c[nH]c(N)c1
- max |F| (eV/A) = 0.58
- Kohn-Sham gap (eV) = 8.132
- lowest unoccupied orbital energy (eV) = 1.071
- 2S+1 = 1

Atoms and positions in Å:
N1 2.4468 -0.4686 0.4155
C1 1.1398 -0.1006 0.0394
C2 0.7176 1.1848 -0.1949
N2 -0.6541 1.1468 -0.3477
C3 -1.1075 -0.1186 -0.1617
N3 -2.4619 -0.2914 0.1444
C4 -0.0130 -0.9472 0.0003
H1 3.1261 0.2009 0.0766
H2 2.7108 -1.3945 0.1065
H3 1.1754 2.1210 0.0775
H4 -1.2544 1.9347 -0.5167
H5 -3.1573 -0.2254 -0.5773
H6 -2.6291 -1.0172 0.8211
H7 -0.0389 -2.0246 0.1171

ORCA calculation (wB97M-V/def2-TZVPD) on a cluster of 2 separate species, C4HBrF2O4 in total.

## Properties
- energy above the lowest of the compared OMol25 structures with the same formula, charge and spin (kJ/mol) = 208.3
- max |F| (eV/A) = 4.74
- Kohn-Sham gap (eV) = 6.755
- lowest unoccupied orbital energy (eV) = 5.655
- net charge = -2
- 2S+1 = 1

Atoms and positions in Å:
C1 1.6787 -1.6587 -0.2838
C2 1.6392 0.9773 0.1587
C3 0.9270 -0.2306 0.0788
C4 -2.3447 0.7412 -0.1034
O1 2.2262 -2.1776 0.6514
O2 2.2348 1.9384 -0.3700
O3 1.4958 -1.9983 -1.4276
O4 1.5715 0.3936 1.3029
F1 -2.9153 1.6042 0.9694
F2 -2.8369 1.3424 -1.2297
Br1 -3.5248 -0.9220 0.3050
H1 -0.1516 -0.0098 -0.0518

ORCA calculation (wB97M-V/def2-TZVPD) on the molecule C11H11N2P.

## Properties
- energy above the lowest of the compared OMol25 structures with the same formula, charge and spin (kJ/mol) = 362.2
- max |F| (eV/A) = 3.83
- Kohn-Sham gap (eV) = 7.488
- lowest unoccupied orbital energy (eV) = 0.776
- 2S+1 = 1

Atoms and positions in Å:
C1 1.7425 -0.0326 3.8306
C2 0.4026 -0.4508 3.5914
C3 2.3869 0.7209 2.8493
C4 -0.2115 -0.0992 2.4559
C5 1.7179 1.0498 1.7045
C6 -0.9908 0.2454 -4.1190
C7 0.1779 0.9249 -3.6247
C8 0.4068 0.7095 1.5105
C9 -1.8739 -0.9767 -2.2080
C10 0.1217 0.7239 -1.2326
C11 -1.8753 -2.2345 -1.4616
N1 -1.4801 -0.5924 -3.3013
N2 0.3189 1.0871 -2.3820
P1 -0.6709 1.3204 0.1833
H1 2.0573 -0.3173 4.7960
H2 -0.1843 -0.8473 4.4778
H3 3.5464 0.9737 2.9689
H4 -1.2280 -0.4531 2.2632
H5 2.3022 1.3434 0.8726
H6 -1.4131 0.3379 -5.1160
H7 0.7854 1.5287 -4.3495
H8 -0.9157 -2.2924 -0.9898
H9 -2.6389 -2.2360 -0.7577
H10 -2.1485 -3.1009 -2.1457
H11 -0.3355 2.6677 0.1840